No. 1
{"formula": "C24H34FMgN7O3SSe3Te", "method": "ωB97M-V/def2-TZVPD", "homo_ev": -3.859, "e_above_lowest_kcal_mol": 44.2, "total_charge": 0, "elements": ["Mg", "Se", "Se", "Te", "Se", "N", "C", "C", "N", "H", "H", "H", "H", "H", "H", "H", "H", "C", "C", "N", "C", "C", "C", "O", "O", "C", "O", "C", "C", "C", "F", "C", "C", "C", "N", "C", "C", "N", "C", "C", "H", "H", "H", "H", "H", "H", "H", "H", "H", "H", "H", "H", "H", "H", "H", "H", "H", "H", "C", "C", "C", "C", "N", "C", "S", "N", "C", "H", "H", "H", "H", "H", "H", "H", "H"], "xyz": [[1.25337, -1.10065, 2.15079], [-0.78763, -1.88718, 3.86748], [0.31281, -3.84972, 4.36525], [2.35752, -3.59511, 2.88050], [4.12200, -3.06286, 4.46954], [2.19040, 0.00344, 3.81037], [3.46483, 0.58544, 3.37928], [3.39444, 0.85863, 1.88068], [3.07037, -0.41038, 1.23169], [1.51004, 0.73172, 4.00867], [2.33254, -0.51630, 4.67434], [4.24449, -0.15844, 3.56593], [3.72959, 1.50399, 3.91740], [4.33813, 1.29625, 1.53231], [2.58070, 1.55889, 1.67563], [3.85042, -1.05880, 1.32387], [2.87935, -0.29745, 0.24243], [-5.24093, 0.71015, -1.09819], [-4.05049, 0.30562, -1.96670], [-2.79224, 0.39359, -1.23733], [-2.19499, -0.75656, -0.81910], [-1.09644, -0.82150, -0.02768], [-0.47545, -2.20665, 0.14017], [-1.01980, -3.14283, -0.44172], [0.58985, -2.25904, 0.81816], [-0.57155, 0.38357, 0.54160], [0.34758, 0.44025, 1.38535], [-1.16726, 1.61141, 0.03991], [-0.65495, 2.84763, 0.45372], [-1.10767, 4.01124, -0.10323], [-0.54890, 5.18317, 0.30065], [-2.10727, 4.02556, -1.07292], [-2.67592, 2.80741, -1.43194], [-2.23367, 1.60257, -0.88517], [-2.56841, 5.19747, -1.75177], [-2.43848, 6.47031, -1.06661], [-3.39292, 7.45999, -1.71981], [-3.00368, 7.60169, -3.16130], [-3.04578, 6.27983, -3.86281], [-2.12525, 5.31361, -3.13051], [-6.16448, 0.64477, -1.67254], [-5.13172, 1.73213, -0.73572], [-5.31119, 0.04253, -0.24058], [-4.00615, 0.92343, -2.86731], [-4.16798, -0.73071, -2.27743], [-2.61244, -1.69040, -1.17376], [0.11865, 2.86942, 1.20818], [-3.47283, 2.82704, -2.16078], [-1.41762, 6.88102, -1.09439], [-2.71614, 6.34401, -0.02267], [-3.34778, 8.43602, -1.23876], [-4.40860, 7.07029, -1.67715], [-2.04094, 7.94936, -3.19346], [-3.60863, 8.27620, -3.63044], [-2.74360, 6.41536, -4.90020], [-4.06771, 5.90750, -3.82169], [-1.08202, 5.66633, -3.21052], [-2.17628, 4.33577, -3.60462], [1.52565, -7.73262, -1.12062], [2.53923, -7.06963, -0.24964], [3.40222, -7.72516, 0.57010], [4.31408, -6.96073, 1.35063], [4.35960, -5.65753, 1.27007], [3.57422, -5.00559, 0.38847], [3.79065, -3.40176, 0.01680], [2.62414, -5.71774, -0.31548], [5.27198, -7.62979, 2.27917], [1.62512, -8.81300, -1.06091], [1.65917, -7.41741, -2.15642], [0.51912, -7.44713, -0.81178], [3.38051, -8.80244, 0.63826], [1.97511, -5.18195, -0.87535], [5.94422, -8.27257, 1.70703], [4.73843, -8.25237, 2.99800], [5.84528, -6.87262, 2.80660]], "atomic_forces_ev_per_a": [[0.3, -0.9, 1.8], [-0.5, 1.1, -0.1], [0.2, -0.6, 0.1], [-0.3, -0.5, 0.7], [0.6, 0.3, 0.4], [0.1, 0.4, 0.2], [0.2, 0.2, -0.2], [0.2, 0.1, 0.3], [0.3, 0.2, -0.4], [0.0, -0.1, 0.1], [-0.1, -0.4, -0.2], [-0.1, 0.0, 0.1], [0.0, -0.1, 0.0], [-0.1, 0.0, 0.0], [0.1, 0.1, -0.1], [-0.1, -0.2, 0.0], [0.1, -0.1, 0.0], [0.2, 0.0, -0.1], [-0.4, 0.2, 0.1], [0.1, -0.2, 0.0], [0.1, 0.3, 0.0], [0.0, 0.0, 0.0], [0.4, -0.6, 0.2], [-0.2, 0.2, -0.2], [-0.7, -0.2, -1.4], [0.2, -0.7, 0.3], [-0.8, 1.1, -0.7], [-0.3, 0.9, -0.2], [-0.1, -0.2, -0.1], [0.2, 0.0, 0.2], [0.0, 0.0, -0.1], [-0.3, -0.5, -0.3], [0.0, 0.6, 0.0], [0.3, -0.3, 0.2], [0.3, 0.1, 0.1], [-0.2, 0.0, -0.1], [0.0, -0.2, 0.6], [-0.1, 0.0, 0.0], [0.2, -0.6, -0.2], [-0.1, 0.0, 0.0], [0.0, 0.0, 0.0], [0.0, 0.0, 0.1], [0.0, 0.0, 0.0], [0.1, -0.1, 0.0], [0.1, 0.1, -0.1], [0.0, 0.0, 0.0], [0.1, 0.0, 0.0], [-0.1, 0.0, 0.0], [0.0, -0.1, 0.0], [0.0, 0.1, 0.0], [0.0, 0.0, -0.1], [0.0, 0.1, -0.2], [-0.1, 0.1, -0.1], [0.1, 0.0, 0.0], [0.0, 0.1, 0.0], [-0.1, 0.2, 0.0], [0.0, 0.0, 0.0], [0.0, 0.1, -0.1], [-0.1, 0.1, 0.0], [0.1, 0.1, 0.0], [0.0, -0.2, 0.0], [-0.3, 0.3, -0.2], [0.5, -0.4, 0.0], [0.1, 0.2, -0.7], [0.2, 0.2, -0.5], [0.1, -0.3, 0.4], [0.0, 0.0, 0.1], [0.0, 0.0, 0.0], [0.0, 0.0, 0.0], [0.0, 0.0, 0.0], [0.0, 0.0, 0.0], [0.0, 0.1, 0.0], [0.0, 0.0, 0.0], [0.0, 0.0, 0.0], [0.0, 0.0, 0.0]]}


No. 2
{"formula": "C24H34N2O3", "method": "ωB97M-V/def2-TZVPD", "homo_ev": -7.876, "e_above_lowest_kcal_mol": 512.3, "smiles": "CC(C)CN(CCOc1cccc(N2C(=O)C3=C(CCCC3)C2=O)c1)CC(C)C", "total_charge": 0, "elements": ["C", "C", "C", "C", "N", "C", "C", "O", "C", "C", "C", "C", "C", "N", "C", "O", "C", "C", "C", "C", "C", "C", "C", "O", "C", "C", "C", "C", "C", "H", "H", "H", "H", "H", "H", "H", "H", "H", "H", "H", "H", "H", "H", "H", "H", "H", "H", "H", "H", "H", "H", "H", "H", "H", "H", "H", "H", "H", "H", "H", "H", "H", "H"], "xyz": [[-1.78674, -0.79468, 2.85479], [-1.99982, 0.38282, 1.65407], [-1.51413, -0.48364, 0.48472], [-0.94802, 1.48922, 1.95909], [0.55167, 1.24100, 2.70674], [1.54322, 0.96726, 1.88446], [2.01407, 2.05638, 0.92577], [3.24379, 1.43557, 0.42915], [3.01719, 0.67282, -0.78472], [4.53073, 0.33626, -1.24208], [4.40856, -0.24645, -2.52528], [3.32812, -0.87783, -3.06919], [2.11966, -0.43181, -2.68293], [0.83636, -0.93962, -3.19643], [-0.53919, -0.21308, -3.12320], [-0.36892, 0.96988, -2.80801], [-1.36223, -1.14143, -3.68062], [-0.80264, -2.31372, -4.10844], [-1.35515, -3.31510, -4.82682], [-2.73693, -2.91394, -5.40218], [-3.60598, -2.02446, -4.32780], [-2.70998, -0.97379, -3.96315], [0.62420, -2.17640, -3.57247], [1.35830, -3.06584, -3.69296], [1.96057, 0.23763, -1.31109], [0.54299, 2.09587, 3.61183], [0.05885, 1.96730, 5.14133], [0.50076, 0.69486, 5.59652], [0.12082, 2.96776, 5.91478], [-0.83000, -1.16104, 2.87974], [-2.04356, -0.22483, 3.61144], [-2.52728, -1.52139, 2.62094], [-2.82104, 0.71795, 1.50631], [-2.31782, -1.28280, 0.31432], [-1.35295, 0.38262, -0.45276], [-0.51142, -0.90304, 0.49955], [-0.81984, 2.08477, 0.96865], [-1.46590, 2.06680, 2.62513], [0.93807, 0.05983, 1.18840], [2.34756, 0.41901, 2.47175], [2.27822, 2.71806, 1.45567], [1.21506, 2.21691, 0.19294], [5.42086, 0.73751, -0.91923], [5.46717, -0.72529, -2.86843], [3.40284, -1.14401, -4.14629], [-1.67409, -4.03484, -4.05011], [-0.66372, -3.94824, -5.34300], [-2.69730, -2.28669, -6.23214], [-3.43432, -3.93459, -5.66576], [-3.48954, -2.61439, -3.51351], [-4.56323, -1.63563, -4.86200], [-2.79200, -0.04329, -4.88952], [-3.05000, -0.24410, -3.07969], [1.09009, 0.66061, -0.90970], [1.83373, 2.23805, 3.79634], [0.50261, 2.90057, 3.31821], [-1.00891, 1.83374, 4.77876], [0.41307, -0.11464, 4.88289], [-0.10158, 0.43019, 6.31197], [1.43961, 0.62793, 5.93394], [-0.08424, 3.85423, 5.55508], [1.16867, 3.33356, 6.17160], [-0.29892, 2.93362, 7.00266]], "atomic_forces_ev_per_a": [[-2.6, 1.8, -4.8], [15.1, -8.0, 2.9], [-1.3, 2.8, -3.6], [1.7, -1.0, -2.4], [-10.0, -6.1, -4.2], [0.6, -5.3, -4.2], [-2.1, -11.3, -5.6], [-2.4, 0.1, -2.8], [11.8, 2.3, 4.9], [-7.8, -0.9, -4.3], [7.0, -1.7, 3.6], [-2.1, 1.4, -3.7], [-4.0, -0.6, 4.0], [0.4, 2.8, 1.4], [8.3, 4.0, 1.4], [-2.9, -2.4, -0.6], [-1.7, -4.8, -2.4], [3.5, 6.7, 4.5], [-3.9, -3.8, -0.6], [-3.1, -2.7, 0.9], [0.9, -1.0, -4.7], [-3.3, 10.1, -0.8], [-2.9, 0.0, -2.2], [3.9, -4.1, 0.0], [-2.6, -1.8, -5.3], [8.7, -5.0, 13.4], [-3.6, -8.8, -11.7], [0.1, -1.8, -3.1], [3.9, 7.6, 11.2], [2.2, -0.6, -0.1], [-1.1, 1.9, 4.7], [-0.5, -0.9, 0.2], [-10.4, 4.1, -1.3], [1.3, 1.1, -0.5], [-0.9, -2.8, 1.8], [-0.2, -0.2, 0.7], [0.2, -0.7, 1.6], [-0.8, 2.1, 1.9], [2.8, 2.2, 1.5], [-0.3, 1.0, -1.0], [3.5, 10.1, 6.6], [0.7, 0.6, 0.0], [1.5, 0.9, 1.2], [-2.3, 1.7, 0.1], [0.0, -0.8, 1.1], [0.2, -0.3, 0.1], [0.4, 0.1, -1.1], [0.4, 0.7, -1.8], [2.2, 2.9, 0.5], [-1.9, -2.4, 2.8], [1.4, -1.2, 1.7], [0.4, -2.3, 2.2], [-0.3, -1.7, -1.6], [-1.7, -0.3, -0.1], [-2.4, -0.3, 0.2], [-2.3, 15.6, -4.9], [0.0, -0.2, 1.0], [-0.1, 0.1, -0.6], [-3.2, -1.8, 4.5], [3.9, 0.3, 1.4], [-2.5, 4.5, -2.2], [-0.1, -1.2, 0.0], [0.2, -0.4, -2.0]]}


No. 3
{"formula": "C24H34N4O", "method": "ωB97M-V/def2-TZVPD", "homo_ev": -8.217, "e_above_lowest_kcal_mol": 3.5, "smiles": "Cc1cc(C)c(CN2CCC(n3nccc3NC(=O)C3CCCC3)CC2)cc1C", "total_charge": 0, "elements": ["C", "C", "C", "C", "C", "C", "C", "N", "C", "C", "C", "N", "N", "C", "C", "C", "N", "C", "O", "C", "C", "C", "C", "C", "C", "C", "C", "C", "C", "H", "H", "H", "H", "H", "H", "H", "H", "H", "H", "H", "H", "H", "H", "H", "H", "H", "H", "H", "H", "H", "H", "H", "H", "H", "H", "H", "H", "H", "H", "H", "H", "H", "H"], "xyz": [[-2.53347, 2.77807, -0.63125], [-2.36133, 1.58054, 0.25089], [-1.51849, 1.63260, 1.34975], [-1.30031, 0.54368, 2.18506], [-0.37482, 0.70666, 3.35731], [-1.97535, -0.64894, 1.91614], [-1.81623, -1.89934, 2.75940], [-0.96254, -2.96416, 2.26155], [0.46073, -2.74865, 2.27522], [1.00149, -2.05362, 1.00826], [0.64960, -2.94000, -0.18074], [1.16288, -2.55470, -1.48463], [1.05637, -3.51677, -2.41532], [1.48386, -2.99979, -3.54651], [1.88266, -1.67227, -3.37531], [1.66053, -1.41535, -2.03447], [1.93469, -0.26009, -1.31563], [2.49226, 0.87812, -1.83051], [2.72926, 1.04416, -3.00287], [2.77158, 1.91215, -0.74110], [1.45419, 2.49463, -0.18454], [1.33007, 3.86328, -0.84896], [2.77185, 4.35657, -0.88412], [3.55597, 3.11184, -1.29974], [-0.87569, -3.07413, -0.24355], [-1.38378, -3.67465, 1.07539], [-2.86023, -0.68226, 0.84375], [-3.05434, 0.39558, -0.00488], [-3.99628, 0.28929, -1.16421], [-1.93666, 3.61213, -0.27152], [-3.57822, 3.08549, -0.66178], [-2.22733, 2.54863, -1.65179], [-1.01401, 2.56360, 1.56907], [0.49175, 0.05210, 3.27750], [-0.01979, 1.73308, 3.41435], [-0.88764, 0.47443, 4.28991], [-1.43721, -1.63654, 3.74947], [-2.80785, -2.34478, 2.89492], [0.72221, -2.17197, 3.16393], [0.94166, -3.73146, 2.36065], [0.50555, -1.08347, 0.92187], [2.08208, -1.92446, 1.10427], [1.06945, -3.94069, -0.00505], [1.49741, -3.59079, -4.44033], [2.27771, -0.99225, -4.09791], [1.76275, -0.28735, -0.32373], [3.33025, 1.40702, 0.05260], [0.59472, 1.85732, -0.39241], [1.53569, 2.61678, 0.89725], [0.66590, 4.53305, -0.30376], [0.95422, 3.74801, -1.86609], [2.91720, 5.18529, -1.57458], [3.07561, 4.68201, 0.11309], [4.58331, 3.13102, -0.93980], [3.57750, 3.02712, -2.38767], [-1.31663, -2.09112, -0.41660], [-1.14366, -3.72838, -1.07331], [-2.47272, -3.73506, 1.06946], [-0.99201, -4.69670, 1.15724], [-3.42698, -1.58623, 0.66743], [-4.78910, 1.03251, -1.08446], [-3.47038, 0.46710, -2.10210], [-4.44991, -0.69786, -1.20449]], "atomic_forces_ev_per_a": [[0.0, -0.1, 0.0], [0.0, -0.1, 0.1], [-0.1, -0.1, -0.1], [-0.1, 0.0, 0.0], [-0.1, 0.0, 0.0], [-0.1, 0.1, 0.0], [0.0, -0.1, 0.0], [0.0, 0.0, 0.2], [0.1, 0.1, 0.0], [0.1, -0.2, 0.0], [-0.5, -0.1, 0.3], [0.3, 0.3, -0.2], [-0.2, -0.8, -0.2], [0.0, 0.1, 0.4], [0.0, 0.3, 0.1], [0.1, -0.1, -0.6], [-0.2, -0.3, 0.4], [0.1, 0.2, 0.5], [0.0, -0.1, -0.3], [0.2, 0.0, -0.2], [-0.1, 0.0, 0.0], [0.1, 0.1, 0.2], [0.0, 0.0, -0.1], [0.1, 0.0, 0.0], [0.1, -0.2, 0.2], [0.0, 0.0, -0.2], [0.0, 0.2, 0.1], [0.0, -0.1, 0.1], [0.0, 0.0, 0.0], [0.0, 0.1, 0.0], [-0.1, 0.1, -0.1], [0.0, 0.1, -0.1], [0.1, 0.1, 0.0], [0.1, 0.0, 0.1], [0.0, 0.0, 0.0], [0.1, 0.0, 0.1], [-0.1, 0.0, 0.0], [0.0, 0.1, 0.1], [0.0, 0.0, 0.0], [0.1, 0.1, 0.0], [0.0, 0.1, 0.0], [0.1, 0.1, 0.0], [0.0, 0.2, 0.0], [0.0, -0.2, -0.2], [0.1, 0.1, -0.1], [0.1, 0.1, -0.1], [0.0, 0.0, 0.0], [0.0, 0.0, 0.1], [-0.1, 0.0, 0.0], [-0.1, 0.0, 0.0], [-0.1, 0.0, -0.1], [0.0, 0.1, 0.0], [0.0, 0.1, 0.0], [0.0, 0.0, 0.0], [0.1, 0.0, 0.1], [0.1, 0.0, -0.1], [0.0, 0.0, 0.0], [0.0, -0.1, 0.0], [-0.1, 0.0, -0.1], [-0.1, -0.1, 0.0], [-0.1, 0.0, -0.1], [0.0, 0.0, -0.1], [0.0, 0.0, 0.0]]}


Max |F| in eV Å⁻¹, matching the order above: 2.0, 17.3, 0.8